No. 1
Formula: C2H2IN3
Source: the OMol25 dataset
Level of theory: ωB97M-V with the def2-TZVPD basis set

Geometry as XYZ:
```
8
Properties=species:S:1:pos:R:3:forces:R:3:lowdin_charge:R:1
C 0.934746 -0.129420 0.902684 0.33 0.60 -1.79 0.080
C -1.650619 -1.100995 -0.134746 -1.38 1.02 0.24 -0.980
N -1.026482 -2.020266 -0.358455 1.30 -1.69 -0.48 0.052
N 1.059931 0.582469 -0.024602 0.30 -1.18 2.55 -0.224
N 1.017369 1.592399 -0.715209 -1.09 1.77 0.14 0.044
I -3.002232 0.281994 0.246973 -0.15 0.48 0.10 0.927
H 1.168255 -0.825380 1.657263 0.02 -0.25 0.33 0.065
H 1.499035 1.619202 -1.573910 0.66 -0.74 -1.09 0.034
```
Forces are in eV/Å.

## Properties
**Spin multiplicity**: 1
**Strongest force on any atom**: 2.83 eV/A
**Energy**: -14672.84670 eV

No. 2
Formula: C5H3ClN4
Source: the OMol25 dataset
Level of theory: ωB97M-V with the def2-TZVPD basis set

Geometry as XYZ:
```
13
Properties=species:S:1:pos:R:3:forces:R:3:lowdin_charge:R:1
C -0.740310 0.784548 0.052288 0.61 0.34 -0.98 -0.370
C 1.361882 -0.076848 0.030209 0.45 -1.24 -0.23 -0.773
C -0.312436 -1.540292 0.151346 0.20 -1.72 0.34 -0.055
C -1.251025 -0.533623 -0.107683 1.34 0.54 1.15 -0.190
C -2.656226 -0.628342 -0.139631 -7.34 1.00 -0.16 -0.173
H -1.270375 2.774749 0.098333 1.52 1.18 -0.08 0.068
H -2.586393 1.775853 -0.391706 3.90 -0.12 3.15 0.229
H -0.772688 -2.551928 0.429205 1.14 1.28 -0.79 0.148
N -1.538790 1.852965 0.290177 -5.79 -1.48 -3.17 0.134
N 0.576557 0.987224 -0.035008 0.83 -0.62 0.67 0.115
N 1.063057 -1.400373 0.191888 -3.06 1.98 -0.05 0.055
N -3.859202 -0.412959 -0.171806 6.86 -1.46 0.12 0.149
Cl 3.089811 0.163569 -0.116574 -0.65 0.31 0.02 0.662
```
Forces are in eV/Å.

## Properties
**Spin multiplicity**: 1
**Strongest force on any atom**: 7.41 eV/A
**Energy**: -23714.95552 eV

No. 3
Formula: C7H5N4OS
Source: the OMol25 dataset
Level of theory: ωB97M-V with the def2-TZVPD basis set

Geometry as XYZ:
```
18
Properties=species:S:1:pos:R:3:forces:R:3:lowdin_charge:R:1
C 1.107489 -1.961897 -1.891739 2.74 3.19 -0.02 -0.138
C 1.633168 -0.624415 -1.586500 -0.89 -0.31 1.15 -0.043
C 0.177026 -2.558470 -1.144776 -1.79 -0.49 1.02 -0.150
C 1.028866 0.070184 -0.463033 1.48 -2.27 -1.63 -0.098
C -0.385850 -1.893388 -0.050150 -0.35 2.33 -0.93 -0.086
C 0.000101 -0.586847 0.203023 -0.09 1.28 1.83 0.004
C -1.022450 1.715240 1.614450 -0.27 0.27 0.51 -0.594
N -0.682544 2.268131 0.373374 0.17 -3.20 0.60 -0.075
N -0.861352 3.505202 0.347449 0.23 2.16 -1.01 -0.272
N -1.283491 4.138980 1.334930 -0.82 1.51 1.12 -0.428
N -0.885397 0.454644 1.890148 1.31 -0.83 -3.09 -0.181
O -1.129060 -0.308352 2.842929 -0.35 0.17 0.64 -0.159
S -1.642645 3.081717 2.678177 0.83 -1.82 -1.12 0.777
H 1.510404 -2.587209 -2.630234 0.80 -0.21 -1.43 0.066
H 2.508036 -0.089682 -2.112702 -1.56 -1.29 0.66 0.109
H -0.236221 -3.498066 -1.520646 0.11 0.09 0.48 0.102
H 1.551267 0.931828 -0.100657 -0.52 0.66 0.01 0.080
H -1.387347 -2.057598 0.215956 -1.04 -1.24 1.21 0.087
```
Forces are in eV/Å.

## Properties
**Spin multiplicity**: 1
**Net charge**: -1
**Strongest force on any atom**: 4.21 eV/A
**Energy**: -26177.74600 eV

No. 4
Formula: C46H42N6O3S4SbTa
Source: the OMol25 dataset
Level of theory: ωB97M-V with the def2-TZVPD basis set

Geometry as XYZ:
```
103
Properties=species:S:1:pos:R:3:forces:R:3:lowdin_charge:R:1
Ta 16.551871 13.015910 14.198030 0.91 0.72 -2.03 1.569
C 20.918592 10.158388 15.911993 -0.63 -2.12 2.05 -0.026
C 19.959869 11.197324 16.305100 0.47 3.87 -2.62 -0.261
N 20.156178 12.413928 15.725166 -1.21 -3.96 2.09 0.045
N 19.563436 13.445152 16.338009 0.70 4.09 -2.26 -0.030
C 19.213840 14.551474 15.651376 1.03 -1.54 2.98 -0.992
S 18.109034 14.801972 14.358053 -1.07 -0.61 -1.18 0.620
S 19.933721 16.144323 16.062592 -0.80 -0.77 0.67 0.910
C 18.494060 16.989964 16.820563 -0.27 0.37 -0.04 -0.418
C 18.315975 16.689028 18.303378 -0.11 -0.08 0.87 -0.267
C 17.056863 16.568211 18.932756 0.41 -0.77 -0.31 -0.039
C 16.944983 16.207335 20.288955 1.35 0.43 -0.68 -0.091
C 18.082760 16.055368 21.033505 2.70 0.84 -0.03 -0.069
C 19.369148 16.393362 20.479009 -1.67 -0.94 -0.26 -0.054
C 19.478477 16.625236 19.125068 -0.65 0.07 -0.45 -0.074
C 18.754504 10.981814 17.098202 -0.18 0.03 1.35 -0.112
C 18.816802 10.281351 18.311124 -0.94 -0.51 0.49 0.013
C 17.665034 10.210208 19.123228 -0.56 -0.14 -0.10 -0.049
C 16.579942 11.082393 18.903829 1.20 0.01 -1.03 -0.033
C 16.488664 11.801201 17.683245 0.25 -0.89 0.44 0.013
C 17.507848 11.591326 16.751102 1.04 -0.63 0.72 -0.267
O 17.379934 11.896609 15.416706 -0.69 0.54 -0.24 -0.299
H 21.607148 10.413004 15.159190 0.57 0.65 -1.04 0.061
H 20.275918 9.319024 15.614446 0.58 -0.26 -0.24 0.093
H 21.540286 9.778621 16.781283 -0.78 0.48 -0.72 0.118
H 17.618012 16.764139 16.181317 0.27 0.10 0.57 0.047
H 18.704316 18.061675 16.706300 -0.01 -0.19 -0.11 0.089
H 16.111323 16.563235 18.393990 0.30 0.38 -0.36 0.101
H 16.016084 16.106247 20.773506 -1.15 -0.30 0.18 0.091
H 18.148407 15.727737 22.060370 -0.68 0.08 0.17 0.102
H 20.268264 16.351723 21.068770 0.03 -0.08 0.28 0.103
H 20.473436 16.692911 18.682906 -0.32 0.21 0.05 0.091
H 19.703980 9.745020 18.696877 -0.42 0.42 -0.76 0.137
H 17.533109 9.396592 19.871657 0.59 1.15 -0.16 0.128
H 15.850079 11.205630 19.681780 -0.46 -0.13 -0.06 0.109
H 15.594047 12.385231 17.456412 0.44 -0.26 0.05 0.102
C 20.373542 6.974172 12.550176 -0.19 -0.55 -0.71 -0.087
C 21.359887 7.725768 11.971119 0.09 1.71 0.66 -0.050
C 21.132101 9.116319 11.867202 1.05 0.66 -0.29 -0.112
C 19.976654 9.760279 12.271991 -1.33 -0.74 -0.11 -0.402
C 18.930013 8.912199 12.672438 -0.29 0.14 0.08 -0.173
C 19.134969 7.541662 12.762475 -1.91 -0.30 0.62 -0.093
Sb 19.684431 11.904331 12.386325 0.33 -0.37 0.43 1.568
C 17.798098 12.405893 11.247846 0.27 -0.19 -1.08 -0.479
C 17.344341 11.177613 10.512214 -2.80 -1.10 -0.19 -0.106
C 16.055605 11.115398 10.003656 2.35 0.21 0.54 -0.050
C 15.182574 12.280743 9.591830 -1.01 -0.99 1.08 -0.142
C 17.194139 13.838869 9.018749 -0.58 0.35 -0.43 -0.224
C 17.770649 13.734064 10.423901 0.82 1.36 1.32 -0.176
C 21.448843 12.368644 11.242027 -0.71 0.73 0.17 -0.416
C 22.400002 13.084141 11.967413 0.15 0.13 0.33 -0.157
C 23.506490 13.613367 11.322074 1.18 -0.18 0.04 -0.073
C 23.707404 13.444046 9.939619 -0.47 0.20 1.60 -0.068
C 22.772555 12.711195 9.241271 0.48 -0.01 -1.34 -0.081
C 21.646317 12.191777 9.887918 -0.14 -0.34 -1.28 -0.134
H 20.509675 5.921907 12.713339 0.04 -0.32 0.02 0.110
H 22.329169 7.320044 11.737310 0.09 -0.07 -0.19 0.111
H 21.896121 9.794402 11.499273 0.36 -0.44 -0.14 0.087
H 17.933552 9.320607 12.895164 0.36 -0.22 -0.02 0.091
H 18.254725 6.880388 12.984027 1.04 0.73 0.06 0.126
H 17.937976 10.228298 10.601249 -0.78 1.03 0.06 0.093
H 15.563971 10.149551 9.895624 0.42 -0.01 -0.56 0.112
H 14.752704 12.024034 8.603511 0.45 0.45 0.24 0.139
H 17.264724 14.912017 8.702322 -0.06 -0.71 0.40 0.140
H 18.607824 14.410886 10.686486 -0.17 -0.37 -0.16 0.148
H 22.273287 13.202054 13.048326 0.14 0.10 -0.33 0.089
H 24.338827 14.055033 11.896900 -0.77 0.03 -0.21 0.119
H 24.583210 13.912159 9.519388 0.02 -0.21 -0.40 0.110
H 22.980590 12.563172 8.149118 -0.65 -0.05 1.13 0.128
H 20.943560 11.643200 9.252442 0.06 0.09 0.41 0.106
N 8.788724 12.709655 13.058436 -1.42 -0.48 -0.93 0.152
C 9.925030 12.976237 13.688688 1.33 0.74 0.19 -0.290
C 10.053061 14.014220 14.658734 0.61 -0.88 -0.26 0.007
C 11.319507 14.380208 15.078375 -0.19 1.58 0.74 -0.054
C 12.444489 13.674759 14.668254 1.26 0.20 0.03 -0.311
C 12.293650 12.489398 13.929118 0.72 0.44 -0.94 -0.070
C 11.096661 12.244689 13.324201 -0.68 -0.42 0.44 -0.009
S 14.099218 14.299319 14.922418 -3.17 0.46 0.23 0.744
O 14.813740 13.027398 15.392464 1.04 1.36 -0.83 -0.448
O 14.065555 15.469377 15.772416 0.70 -1.29 -1.12 -0.256
N 14.941845 14.461901 13.469908 -0.38 -1.63 2.13 -0.234
C 15.223577 15.512020 12.708888 0.77 1.69 -1.47 -0.558
S 14.830106 17.228592 12.935027 0.69 -2.05 0.58 1.157
C 16.083568 17.612237 11.844609 0.60 0.57 -0.87 -0.357
C 16.587112 16.571988 11.145262 -1.20 -0.17 1.65 -0.077
N 16.077753 15.352023 11.627042 -1.35 0.56 1.68 0.006
H 7.901418 13.122716 13.314389 0.36 0.08 0.04 0.129
H 8.762988 12.150860 12.201114 0.16 0.24 0.82 0.134
H 9.182950 14.502777 15.053190 -0.21 0.25 -0.01 0.118
H 11.440315 15.271465 15.754181 -0.14 -1.02 -0.82 0.144
H 13.156741 11.847016 13.732147 -0.31 0.24 -0.09 0.116
H 10.968555 11.418957 12.629915 0.14 -0.03 0.22 0.123
H 16.438731 18.635822 11.868949 -0.23 -0.07 -0.62 0.095
H 17.290348 16.573344 10.357534 0.67 0.01 -0.49 0.127
C 17.824202 13.048798 7.836399 0.40 -0.16 0.99 -0.024
C 15.754902 13.670488 9.690493 0.58 -0.22 -0.25 -0.126
C 16.408927 14.031140 11.110264 1.08 -1.12 -0.17 -0.307
N 16.667555 12.987049 12.191301 0.82 -0.34 -0.62 -0.157
H 18.741718 13.612172 7.631498 -0.04 -0.20 -0.21 0.082
H 17.249346 13.019828 6.909844 -0.20 0.09 0.26 0.084
H 18.145148 12.021643 8.106324 -0.44 0.59 -0.13 0.076
H 14.305747 12.203671 10.265709 0.03 0.23 -0.23 0.122
H 15.044930 14.445041 9.383250 -0.05 -0.26 0.03 0.148
```
Forces are in eV/Å.

## Properties
**Spin multiplicity**: 1
**Net charge**: +2
**Strongest force on any atom**: 4.72 eV/A
**Energy**: -114876.34105 eV

No. 5
Formula: CH4NO2
Source: the OMol25 dataset
Level of theory: ωB97M-V with the def2-TZVPD basis set

Geometry as XYZ:
```
8
Properties=species:S:1:pos:R:3:forces:R:3:lowdin_charge:R:1
C 0.910889 -0.172087 -0.155978 -1.84 -1.02 -0.55 -0.393
N -1.035374 -0.561596 -0.147595 1.67 -0.14 0.30 -0.171
O -1.482735 0.778086 -0.016820 -0.05 0.34 0.03 -0.297
O 0.982785 1.079966 0.007792 0.47 0.67 0.19 -0.253
H 1.082861 -0.607675 -1.162462 0.11 0.11 0.15 0.054
H 1.247013 -0.862226 0.641282 -0.02 0.03 0.10 0.051
H -1.099694 -0.941952 0.814069 -0.02 0.28 -0.27 -0.003
H -0.605746 1.287481 0.019710 -0.32 -0.29 0.05 0.012
```
Forces are in eV/Å.

## Properties
**Spin multiplicity**: 1
**Net charge**: -1
**Strongest force on any atom**: 2.17 eV/A
**Energy**: -6684.70636 eV

No. 6
Formula: C11H19NO
Source: the OMol25 dataset
Level of theory: ωB97M-V with the def2-TZVPD basis set

Geometry as XYZ:
```
32
Properties=species:S:1:pos:R:3:forces:R:3:lowdin_charge:R:1
C -2.598730 0.360673 0.137610 -0.28 -1.30 -0.54 -0.533
C -2.082486 -0.977498 -0.369431 3.67 3.25 -1.10 -0.048
C -0.768284 -1.315690 0.384586 -0.51 0.57 -2.99 -0.315
C 0.316254 -0.400760 -0.175509 1.26 -1.11 -0.13 -0.276
C 0.935765 0.712928 0.708996 -0.51 0.61 -0.78 -0.385
C -0.012005 1.032959 -0.405572 -4.66 0.45 1.97 -0.268
C -0.434308 -2.772635 0.348253 -1.22 -2.19 -1.32 -0.070
C 1.169801 -1.103090 -1.294907 1.81 3.29 -0.73 -0.033
C 2.352495 1.082494 0.445003 1.00 -1.81 2.21 -0.035
C 0.498292 1.046835 2.111634 -0.59 -0.75 0.99 -0.023
C 0.187738 1.939268 -1.544308 0.21 -1.64 -3.77 -0.020
N -1.634414 1.274853 0.103816 4.31 1.33 -0.57 0.153
O -3.756445 0.482700 0.511406 0.35 0.61 0.11 0.045
H -2.778766 -1.633190 -0.190544 -3.87 -3.75 1.04 0.058
H -1.938401 -0.916015 -1.444612 0.13 -0.02 -0.29 0.137
H -1.132311 -1.075382 1.322145 0.41 0.53 2.59 0.115
H 0.391126 -3.032945 0.993422 0.09 -0.06 0.55 0.068
H -0.090027 -3.227776 -0.693451 -1.20 1.14 1.96 0.116
H -1.428205 -3.269446 0.709913 2.07 0.23 -0.68 0.119
H 1.814818 -0.243962 -1.802149 -1.20 -1.65 0.96 0.091
H 0.576449 -1.396998 -2.163832 -0.21 -0.52 0.46 0.082
H 1.975756 -1.818193 -1.030994 -1.03 0.07 0.24 0.093
H 2.734437 0.687333 -0.443286 0.68 -0.59 -1.22 0.051
H 3.088812 0.868126 1.281042 -1.06 -0.51 -0.73 0.120
H 2.438077 2.090170 0.413737 0.12 3.50 -0.45 0.047
H 0.596924 0.066082 2.555184 0.57 -0.09 1.27 0.077
H -0.606089 1.175919 2.241481 1.04 0.57 -0.35 0.088
H 1.122696 1.844528 2.648984 -0.98 -1.24 -0.94 0.116
H 0.521950 1.166100 -2.399207 -0.77 2.11 1.18 0.121
H 0.981009 2.679220 -1.514543 0.14 0.00 0.53 0.072
H -0.755473 2.448271 -1.897104 1.03 -0.73 0.49 0.101
H -1.686467 2.225121 0.452246 -0.79 -0.32 0.07 0.135
```
Forces are in eV/Å.

## Properties
**Spin multiplicity**: 1
**Strongest force on any atom**: 5.49 eV/A
**Energy**: -15249.99607 eV

Results for molar mass: 194.963, 154.560, 193.211, 1157.857, 62.048, 181.279 (in g mol⁻¹, following the order of the records).
Results for relative energy (zero: lowest compared OMol25 entry of this formula, charge and spin): 3.883, 1.842, 1.115, 2.878, 3.787, 0.325 (in eV, following the order of the records).